The following is a DFT calculation (ωB97M-V/def2-TZVPD) of 2 unconnected molecules or ions with the total composition C6H15O4PS at a distorted geometry.

```
! RIJCOSX wB97M-V def2-TZVPD def2/J DEFGRID3
* xyz 0 1
C -1.09 1.47 -0.78
C -2.53 1.39 -1.08
C 0.63 -2.14 -0.52
C 2.85 1.87 1.20
C -3.27 1.58 0.27
C -0.16 -1.93 0.72
O 0.05 0.68 1.81
O 1.75 0.75 -0.98
O -2.47 0.92 1.27
O -1.25 -1.00 0.47
P -0.98 0.56 0.84
S 2.94 1.50 -0.65
H -0.46 0.94 -1.55
H -2.79 0.43 -1.46
H -2.88 2.32 -1.77
H -0.73 2.54 -0.67
H 0.06 -2.78 -1.21
H 0.83 -1.29 -1.23
H 1.65 -2.63 -0.42
H 3.82 2.39 1.39
H 1.90 2.51 1.31
H 2.63 0.91 1.61
H -4.28 1.21 0.27
H -3.25 2.64 0.49
H 0.58 -1.61 1.48
H -0.74 -2.74 1.13
H 3.87 0.49 -0.31
*
```

Summary:
* energy relative to the best compared isomer or geometry (same formula, charge and spin): 38.9 kcal per mole
* LUMO energy: 0.558 eV
* HOMO energy: -0.3477 Eh
* HOMO-LUMO gap: 10.0 eV



The following is a DFT calculation (ωB97M-V/def2-TZVPD) of a molecular structure, C6H15O4Si2 at a distorted geometry.

```
! RIJCOSX wB97M-V def2-TZVPD def2/J DEFGRID3
* xyz -1 1
C -1.14 -2.06 -0.31
C -1.16 0.20 1.28
C -2.69 1.41 -0.37
C -1.21 -0.78 -2.34
C -1.23 -0.70 -1.05
C -1.36 0.61 -0.17
O 0.00 -2.49 0.00
O -2.16 -2.68 -0.13
O -0.41 1.52 -0.56
O 1.88 -0.26 0.22
Si 1.65 -1.88 0.01
Si 2.88 0.63 1.08
H -0.38 -0.50 1.52
H -1.15 1.01 2.08
H -2.07 -0.43 1.37
H -2.62 2.47 0.00
H -3.61 0.95 0.12
H -2.86 1.53 -1.47
H -1.33 0.26 -2.85
H -1.10 -1.75 -2.86
H 0.36 1.33 0.06
H 1.80 -1.72 -1.65
H 2.62 -2.99 -0.27
H 1.73 -2.12 1.65
H 2.37 0.91 2.36
H 2.78 1.97 0.50
H 4.21 -0.15 0.92
*
```

Summary:
* energy relative to the best compared isomer or geometry (same formula, charge and spin): 0.0 kcal per mole
* LUMO energy: 3.223 eV
* HOMO energy: -0.1530 Eh
* HOMO-LUMO gap: 7.4 eV



The following is a DFT calculation (ωB97M-V/def2-TZVPD) of 2 unconnected molecules or ions with the total composition C6H15OP at a distorted geometry.

```
! RIJCOSX wB97M-V def2-TZVPD def2/J DEFGRID3
* xyz 0 1
C -1.76 2.65 0.60
C 0.45 -1.17 -0.47
C 1.75 1.00 -0.98
C 2.13 -0.44 1.12
C -2.59 -1.94 -0.50
C 1.11 0.07 0.11
O 0.13 0.88 0.76
P -1.46 0.90 0.56
H -2.85 2.85 0.35
H -0.95 3.22 0.13
H -0.53 -0.88 -1.01
H 1.16 -1.67 -1.15
H 0.11 -1.78 0.43
H 2.67 1.58 -0.71
H 0.88 1.73 -1.39
H 2.15 0.49 -1.91
H 2.45 0.36 1.95
H 1.86 -1.34 1.55
H 3.05 -0.66 0.67
H -2.27 -2.20 0.47
H -3.64 -1.79 -0.84
H -2.12 -2.26 -1.45
H -1.72 0.38 1.73
*
```

Summary:
* energy relative to the best compared isomer or geometry (same formula, charge and spin): 125.3 kcal per mole
* LUMO energy (spin up / spin down): 0.235 / -0.081 eV
* HOMO energy (spin up / spin down): -0.2775 / -0.3027 Eh
* HOMO-LUMO gap (spin up / spin down): 7.8 / 8.2 eV



The following is a DFT calculation (ωB97M-V/def2-TZVPD) of 2 unconnected molecules or ions with the total composition C6H15P at a distorted geometry.

```
! RIJCOSX wB97M-V def2-TZVPD def2/J DEFGRID3
* xyz 0 1
C -1.32 1.57 0.32
C 2.34 0.97 -0.49
C 3.12 -0.84 0.98
C -2.81 -1.03 0.74
C -1.26 -0.90 -1.79
C 2.37 -0.47 -0.11
P -1.42 -0.20 -0.18
H -0.34 2.14 0.20
H -2.19 1.90 -0.20
H 1.57 0.94 -1.28
H 3.44 1.23 -0.81
H 1.96 1.68 0.30
H 3.91 -0.18 1.35
H 3.08 -1.76 1.53
H -1.70 1.71 1.47
H -2.86 -2.16 0.42
H -2.69 -0.85 1.82
H -3.81 -0.57 0.45
H -2.24 -1.05 -2.32
H -0.56 -0.10 -2.19
H 1.69 -1.19 -0.58
H -0.27 -0.82 0.35
*
```

Summary:
* SMILES: C=[PH](C)C.C=CC
* energy relative to the best compared isomer or geometry (same formula, charge and spin): 78.9 kcal per mole
* LUMO energy: 0.714 eV
* HOMO energy: -0.2675 Eh
* HOMO-LUMO gap: 8.0 eV



The following is a DFT calculation (ωB97M-V/def2-TZVPD) of 2 unconnected molecules or ions with the total composition C6H16 at a distorted geometry.

```
! RIJCOSX wB97M-V def2-TZVPD def2/J DEFGRID3
* xyz 0 1
C -1.26 -0.65 -1.74
C -1.77 0.75 -1.35
C -1.34 -1.67 -0.59
H -0.23 -0.57 -2.06
H -1.88 -0.99 -2.58
H -0.97 1.40 -0.99
H -2.16 1.27 -2.24
H -0.43 -1.72 0.01
H -1.48 -2.65 -1.03
H -2.53 0.66 -0.58
H -2.23 -1.47 0.02
C 1.85 0.14 1.42
C 2.16 0.90 0.17
C 0.47 0.45 2.04
H 2.61 0.29 2.19
H 1.93 -0.95 1.29
H 1.42 0.69 -0.61
H 2.09 1.98 0.32
H -0.28 -0.10 1.48
H 3.14 0.69 -0.28
H 0.32 1.53 2.09
H 0.46 -0.03 3.02
*
```

Summary:
* SMILES: CCC.CCC
* energy relative to the best compared isomer or geometry (same formula, charge and spin): 8.9 kcal per mole
* LUMO energy: 1.180 eV
* HOMO energy: -0.4098 Eh
* HOMO-LUMO gap: 12.3 eV



The following is a DFT calculation (ωB97M-V/def2-TZVPD) of 2 unconnected molecules or ions with the total composition C6H16 at a distorted geometry.

```
! RIJCOSX wB97M-V def2-TZVPD def2/J DEFGRID3
* xyz 0 1
C -0.56 1.17 0.37
C -0.58 1.42 1.88
C -1.69 0.25 -0.06
C -0.57 2.48 -0.41
H 0.37 0.70 0.08
H -1.64 1.51 2.17
H -2.61 0.85 0.01
H -1.64 -0.16 -1.08
H -1.80 -0.62 0.58
H -1.43 3.11 -0.15
H 0.27 3.11 -0.15
H -0.13 2.38 2.13
H -0.16 0.57 2.41
H -0.66 2.31 -1.49
C 1.40 -2.34 -0.14
C 1.94 -2.72 -1.54
H 2.25 -2.17 0.51
H 0.92 -1.36 -0.16
H 0.70 -3.07 0.24
H 3.02 -2.72 -1.56
H 1.69 -3.76 -1.74
H 1.51 -2.11 -2.33
*
```

Summary:
* SMILES: CC(C)C.CC
* energy relative to the best compared isomer or geometry (same formula, charge and spin): 8.7 kcal per mole
* LUMO energy: 1.069 eV
* HOMO energy: -0.4063 Eh
* HOMO-LUMO gap: 12.1 eV



The following is a DFT calculation (ωB97M-V/def2-TZVPD) of 2 unconnected molecules or ions with the total composition C6H16 at a distorted geometry.

```
! RIJCOSX wB97M-V def2-TZVPD def2/J DEFGRID3
* xyz 0 1
C -3.11 -0.48 -0.15
C -2.52 0.92 -0.10
H -4.05 -0.47 -0.71
H -2.44 -1.23 -0.59
H -3.28 -0.94 0.83
H -3.30 1.68 -0.13
H -2.10 1.18 0.88
H -1.75 1.06 -0.85
C 1.92 -0.43 -0.01
C 2.59 0.93 -0.06
C 1.34 -0.78 1.35
C 0.74 -0.45 -1.03
H 2.67 -1.13 -0.36
H 2.72 1.25 -1.11
H 0.89 0.14 1.75
H 0.77 -1.70 1.47
H 2.15 -0.86 2.08
H 0.54 -1.45 -1.42
H -0.18 -0.25 -0.48
H 0.82 0.29 -1.80
H 3.63 0.91 0.25
H 1.97 1.80 0.19
*
```

Summary:
* SMILES: CC(C)C.CC
* energy relative to the best compared isomer or geometry (same formula, charge and spin): 21.0 kcal per mole
* LUMO energy: 1.113 eV
* HOMO energy: -0.4035 Eh
* HOMO-LUMO gap: 12.1 eV



The following is a DFT calculation (ωB97M-V/def2-TZVPD) of a molecular structure, C6H16Ag2N4O6 at a distorted geometry.

```
! RIJCOSX wB97M-V def2-TZVPD def2/J DEFGRID3
* xyz -2 1
Ag 1.39 1.22 -2.26
Ag 0.88 -0.65 -0.04
O 1.96 -2.75 0.07
C 2.60 -2.93 -1.12
C 3.20 -1.73 -1.90
O 2.33 -0.91 -2.63
H 1.92 -3.44 -1.86
H 3.44 -3.68 -1.04
H 4.03 -2.09 -2.55
H 3.68 -1.11 -1.11
O -0.66 0.07 -2.07
C -1.91 -0.47 -1.80
C -2.23 -0.96 -0.37
O -1.28 -1.42 0.45
H -2.04 -1.29 -2.54
H -2.73 0.26 -2.01
H -3.11 -1.64 -0.46
H -2.70 -0.06 0.16
C -0.25 2.64 -0.19
O 0.32 1.72 0.37
N -1.11 2.38 -1.21
N 0.00 3.97 0.15
H -1.43 3.15 -1.77
H -1.07 1.40 -1.58
H -0.11 4.75 -0.46
H 0.69 3.99 0.89
C -0.30 -0.19 3.06
O 0.79 -0.40 2.57
N -1.27 0.60 2.51
N -0.54 -0.55 4.39
H -1.16 0.94 1.57
H -2.07 0.75 3.10
H -1.34 -0.30 4.93
H 0.08 -1.26 4.73
*
```

Summary:
* LUMO energy: 4.713 eV
* HOMO energy: 0.0257 Eh
* HOMO-LUMO gap: 4.0 eV